Entry 1:
{"formula": "C8H9NO2", "method": "ωB97M-V/def2-TZVPD", "multiplicity": 1, "homo_ev": -9.58, "smiles": "O=C(O)[C@@H]1CN1.C#CCC#C", "orbital_gap_ev": 10.2, "symbols": ["O", "O", "N", "C", "C", "C", "C", "C", "C", "C", "C", "H", "H", "H", "H", "H", "H", "H", "H", "H"], "positions_angstrom": [[-0.11, -0.56, 2.08], [-1.50, 0.20, 0.51], [-0.77, -3.11, 1.76], [3.39, 3.48, -3.15], [-1.54, -2.13, 1.00], [-1.05, -0.71, 1.15], [0.62, 0.61, -1.11], [1.17, 3.16, -1.69], [0.87, 1.76, -1.38], [-2.14, -2.82, 2.17], [2.39, 3.33, -2.49], [0.15, -1.48, 2.36], [0.32, 3.60, -2.23], [1.27, 3.73, -0.76], [-2.23, -2.29, 3.12], [-1.90, -2.39, 0.01], [-2.92, -3.57, 1.97], [4.28, 3.59, -3.72], [-0.70, -3.99, 1.28], [0.39, -0.39, -0.88]]}

Entry 2:
{"formula": "C24H29F3N9O2TeTi", "method": "ωB97M-V/def2-TZVPD", "multiplicity": 1, "homo_ev": -10.08, "total_charge": 1, "orbital_gap_ev": 6.6, "symbols": ["Te", "Ti", "F", "F", "F", "O", "O", "N", "N", "N", "N", "N", "N", "N", "N", "N", "C", "C", "C", "C", "C", "C", "C", "C", "C", "C", "C", "C", "C", "C", "C", "C", "C", "C", "C", "C", "C", "C", "C", "C", "H", "H", "H", "H", "H", "H", "H", "H", "H", "H", "H", "H", "H", "H", "H", "H", "H", "H", "H", "H", "H", "H", "H", "H", "H", "H", "H", "H", "H"], "positions_angstrom": [[2.61, 1.32, -0.42], [0.40, 0.22, 0.05], [-1.38, -4.06, 1.57], [-3.52, -3.92, 1.89], [-2.74, -4.99, 0.16], [-3.74, -2.25, -0.27], [-1.51, -2.04, -0.08], [-0.92, 0.01, 1.49], [-1.75, 6.51, 3.95], [0.97, -1.51, 1.01], [-0.19, 4.42, 1.84], [0.15, 2.36, 1.16], [-1.23, 0.89, -1.11], [0.59, -1.15, -1.41], [-2.86, 6.37, 4.57], [-1.84, 5.85, 2.75], [-3.05, 5.25, 2.63], [-5.60, 4.37, 3.08], [-3.64, 4.45, 1.64], [-4.92, 4.03, 1.89], [1.83, -1.96, -1.24], [0.18, -0.48, -2.68], [-2.17, 0.42, 1.21], [-1.23, 0.08, -2.39], [-1.46, -0.76, 3.63], [-0.19, 3.58, 0.77], [-2.64, -2.62, 0.11], [2.15, -2.06, 0.30], [-3.12, 0.30, 2.20], [0.85, -1.24, 2.48], [-3.71, 5.59, 3.80], [-0.70, 5.79, 1.89], [-0.41, 4.02, -0.64], [-5.01, 5.15, 4.04], [0.19, 3.70, 2.95], [-2.46, 0.82, -0.23], [-0.55, -0.62, 2.60], [-2.74, -0.26, 3.42], [-2.57, -3.92, 0.94], [0.41, 2.44, 2.52], [-1.20, -1.27, 4.54], [1.67, -2.96, -1.64], [-3.00, 1.76, -0.26], [-3.48, -0.37, 4.20], [-3.12, 0.05, -0.62], [3.02, -1.47, 0.54], [0.90, -2.14, 3.08], [0.22, 3.42, -1.28], [0.12, -1.18, -3.51], [-5.44, 3.42, 1.15], [2.65, -1.48, -1.76], [-1.04, 1.85, -1.34], [-1.58, 0.67, -3.23], [0.05, 6.46, 2.29], [-1.92, -0.75, -2.24], [-5.52, 5.43, 4.96], [-0.09, 5.05, -0.78], [2.33, -3.10, 0.57], [-0.22, -1.75, -1.16], [-0.97, 6.10, 0.88], [-1.46, 3.96, -0.95], [0.27, 4.15, 3.93], [0.88, 0.30, -2.92], [-4.15, 0.60, 2.03], [0.76, 1.61, 3.10], [1.65, -0.57, 2.79], [-6.61, 4.01, 3.22], [0.16, -2.13, 0.80], [-3.12, 4.20, 0.72]]}

Entry 3:
{"formula": "C10H14N4O4S", "method": "ωB97M-V/def2-TZVPD", "multiplicity": 1, "homo_ev": -8.59, "smiles": "O=[N+]([O-])c1csc([N+](=O)[O-])c1.C1CN2CCN1CC2", "orbital_gap_ev": 7.3, "symbols": ["S", "O", "O", "O", "O", "N", "N", "N", "N", "C", "C", "C", "C", "C", "C", "C", "C", "C", "C", "H", "H", "H", "H", "H", "H", "H", "H", "H", "H", "H", "H", "H", "H"], "positions_angstrom": [[3.53, 1.86, 2.71], [-0.85, 4.00, 3.29], [-0.59, 2.90, 1.40], [5.19, 2.61, 4.80], [3.80, 3.68, 6.15], [-0.18, 3.24, 2.54], [4.05, 3.07, 5.09], [0.92, 0.04, 1.21], [-0.12, -2.14, 0.40], [3.07, 2.83, 4.10], [-0.99, -1.52, 1.44], [0.62, 0.10, -0.28], [-0.37, -0.24, 1.93], [1.25, -2.39, 0.98], [1.09, 2.75, 2.96], [0.01, -1.19, -0.75], [1.87, -1.11, 1.45], [1.94, 2.01, 2.11], [1.75, 3.25, 4.11], [1.31, 3.88, 4.86], [2.09, -1.12, 2.52], [-0.15, -0.28, 3.00], [1.75, 1.92, 1.04], [0.64, -1.68, -1.50], [-1.01, 0.63, 1.76], [-0.05, 0.95, -0.44], [2.79, -0.88, 0.92], [1.57, 0.31, -0.79], [-1.09, -2.25, 2.25], [-0.99, -1.04, -1.17], [1.10, -3.10, 1.81], [-1.98, -1.35, 0.98], [1.84, -2.86, 0.19]]}

Entry 4:
{"formula": "C3H7NO2S", "method": "ωB97M-V/def2-TZVPD", "multiplicity": 1, "homo_ev": -9.13, "orbital_gap_ev": 9.5, "symbols": ["S", "O", "O", "N", "C", "C", "C", "H", "H", "H", "H", "H", "H", "H"], "positions_angstrom": [[-2.20, -0.13, -0.45], [-1.65, 1.37, -0.31], [-2.72, -0.78, 0.74], [1.88, -0.11, -0.17], [0.51, -0.02, 0.32], [0.04, 1.39, 0.46], [-0.51, -0.87, -0.54], [0.62, 2.02, -0.14], [-0.05, 1.90, 1.41], [-0.03, -0.97, -1.53], [0.58, -0.44, 1.40], [1.89, -0.46, -1.20], [-0.60, -1.90, -0.08], [2.23, -1.02, 0.09]]}

no.,LUMO level (eV),energy (hartree)
1,0.64,-515.303796
2,-3.49,-2992.202387
3,-1.24,-1307.355406
4,0.40,-721.829291